(1)
{
  "formula": "CH4INOS",
  "method": "ωB97M-V/def2-TZVPD",
  "symbols": ["C", "N", "O", "S", "I", "H", "H", "H", "H"],
  "positions_angstrom": [[0.439, -0.975, -0.364], [-0.562, -0.045, -0.763], [-0.244, 1.235, -0.337], [-1.030, 1.996, 0.963], [0.277, 1.479, 2.859], [0.540, -1.082, 0.721], [0.328, -1.885, -0.880], [1.382, -0.606, -0.613], [-1.132, -0.117, -1.585]],
  "forces_ev_per_a": [[-0.167, 0.710, 0.767], [-1.126, -0.252, 1.883], [0.201, 1.118, -0.434], [-0.088, -0.873, -0.953], [0.138, -0.108, 0.161], [-0.779, -0.382, -0.032], [-0.440, -1.313, -0.371], [1.952, 0.707, -0.846], [0.309, 0.392, -0.174]],
  "charge": 0,
  "homo_lumo_gap_ev": 8.332,
  "e_homo_ev": -8.75,
  "energy_ha": -866.2745,
  "lumo_energy_ha": -0.015
}

(2)
{
  "formula": "CH4INP2",
  "method": "ωB97M-V/def2-TZVPD",
  "symbols": ["C", "P", "N", "P", "I", "H", "H", "H", "H"],
  "positions_angstrom": [[1.885, -0.019, -0.314], [0.826, 1.440, 0.188], [-0.619, 0.774, 0.029], [-1.847, -0.269, -0.054], [-4.648, -0.436, 0.154], [2.416, -0.276, 0.505], [2.691, 0.204, -1.117], [1.275, -0.789, -0.705], [-1.979, -0.629, 1.314]],
  "forces_ev_per_a": [[0.144, 2.429, -3.273], [-1.675, -1.257, -1.202], [1.413, 1.291, 1.369], [-0.836, -1.179, -0.875], [0.693, 0.609, 0.068], [1.747, -1.279, 2.864], [-1.383, 0.146, 1.213], [-0.635, -0.888, -0.120], [0.531, 0.127, -0.045]],
  "charge": 0,
  "homo_lumo_gap_ev": 6.346,
  "e_homo_ev": -8.07,
  "energy_ha": -1075.5938,
  "lumo_energy_ha": -0.063
}